Below is a gas-phase ion, C6H22B2N2O3P (charge -1) at a distorted geometry, with properties calculated with the ωB97M-V functional and the def2-TZVPD basis.

Each line ends with the Mulliken charge.
Element x y z (Å)
C1 -2.072 -0.802 -2.665  -1.210
C2 -1.148 -1.310 -1.467  -0.140
B1 0.055 -0.257 -1.307  0.414
O1 0.505 0.315 -2.532  -0.718
P1 0.913 0.349 0.335  -0.313
C3 -0.561 1.590 0.570  -0.827
C4 -0.319 2.955 -0.172  -0.415
N1 0.256 3.973 0.731  -0.599
C5 0.103 -1.021 1.440  -1.222
O2 -1.226 -0.718 1.938  -0.235
C6 -1.813 -1.937 2.351  -0.766
B2 2.509 -0.772 0.040  0.697
N2 3.053 -1.769 1.041  -0.802
O3 3.308 -0.680 -1.173  -0.729
H1 -1.659 -1.048 -3.647  0.295
H2 -2.096 0.300 -2.581  0.281
H3 -3.108 -1.140 -2.513  0.347
H4 -1.811 -1.383 -0.597  0.097
H5 -0.806 -2.315 -1.783  0.261
H6 1.416 0.592 -2.422  0.354
H7 1.554 0.901 1.553  -0.240
H8 1.626 1.390 -0.454  0.090
H9 -0.670 1.867 1.636  0.444
H10 -1.520 1.211 0.150  0.305
H11 -1.324 3.329 -0.457  0.411
H12 0.232 2.821 -1.118  0.207
H13 -0.166 4.869 0.538  0.202
H14 1.256 4.049 0.610  0.238
H15 0.143 -2.029 0.966  0.435
H16 0.736 -1.103 2.354  0.459
H17 -2.092 -2.562 1.479  0.254
H18 -2.726 -1.729 2.932  0.225
H19 -1.087 -2.528 2.941  0.307
H20 3.014 -1.360 1.964  0.304
H21 2.504 -2.619 1.015  0.305
H22 3.018 -1.430 -1.695  0.285

Summary:
Total energy in hartree: -968.03446
Highest occupied orbital energy in eV: -2.36
LUMO in Ha: 0.115
Net charge: -1
Gap between HOMO and LUMO in eV: 5.478